(1)
Density functional theory data (the ωB97M-V functional and the def2-TZVPD basis) for a cluster of 17 separate species, H35O17 in total.

* HOMO (spin up / spin down): -2.5 / -10.6 eV
* gap between HOMO and LUMO (spin up / spin down): 2.482 / 10.483 eV
* ΔE to the lowest compared entry with this formula, charge and spin: 1.189 eV
* spin multiplicity: 2

Last columns: bonded neighbours and bond lengths (Å).
Atoms and positions in Å:
1 O -1.239 1.378 -0.859  H22 0.952, H37 0.956
2 H -0.793 -4.187 -0.010  O4 0.984
3 H 0.432 -4.843 0.637  O4 1.002
4 O 0.153 -3.996 0.181  H2 0.984, H3 1.002
5 H 3.847 4.131 -0.868  O24 0.952
6 H 3.964 1.416 1.812  O45 0.998
7 O -1.909 -1.006 0.093  H8 0.957, H9 0.953
8 H -2.123 -0.153 0.470  O7 0.957
9 H -2.698 -1.450 -0.205  O7 0.953
10 O -3.581 1.357 0.881  H11 0.970, H47 0.951
11 H -3.540 1.510 1.837  O10 0.970
12 H 1.007 -0.924 1.195  O21 1.015
13 O 3.734 -2.202 0.422  H32 0.951, H43 0.958
14 H 0.635 4.965 0.337  O42 0.961
15 O -1.942 -1.295 4.383  H16 0.958, H41 0.954
16 H -1.932 -2.088 4.920  O15 0.958
17 H 0.025 3.623 -3.274  O27 0.960
18 O 2.585 -1.755 -2.586  H28 0.953, H40 0.945
19 H -0.730 -4.429 -1.851  O48 0.987
20 H -1.015 2.680 2.012  O33 0.955
21 O 0.332 -1.668 1.338  H12 1.015, H44 1.108, H50 0.963
22 H -2.123 1.628 -1.109  O1 0.952
23 H -3.989 -2.345 3.111  O39 0.960
24 O 3.015 4.039 -0.416  H5 0.952, H26 0.958
25 H 4.753 0.867 0.687  O45 1.001
26 H 2.387 3.399 -0.752  O24 0.958
27 O 0.696 3.319 -2.659  H17 0.960, H29 0.950
28 H 1.822 -1.309 -2.228  O18 0.953
29 H 1.057 3.899 -1.999  O27 0.950
30 O -0.851 0.444 -3.713  H34 0.955, H51 0.956
31 H 1.745 0.352 -0.882  O36 0.966
32 H 4.605 -2.271 0.797  O13 0.951
33 O -1.685 2.239 2.532  H20 0.955, H35 0.970
34 H -0.531 0.723 -4.568  O30 0.955
35 H -1.646 1.271 2.476  O33 0.970
36 O 0.988 -0.237 -0.769  H31 0.966, H38 1.038
37 H -0.818 2.158 -0.501  O1 0.956
38 H 0.172 0.082 -1.325  O36 1.038
39 O -3.565 -2.586 2.284  H23 0.960, H46 0.964
40 H 2.683 -2.364 -3.301  O18 0.945
41 H -2.149 -1.487 3.472  O15 0.954
42 O 0.587 4.126 0.804  H14 0.961, H52 1.009
43 H 3.531 -1.351 0.033  O13 0.958
44 H 0.792 -2.639 1.068  O21 1.108
45 O 3.798 0.881 0.987  H6 0.998, H25 1.001
46 H -3.903 -2.018 1.582  O39 0.964
47 H -3.529 2.181 0.408  O10 0.951
48 O -1.427 -3.971 -2.381  H19 0.987, H49 0.957
49 H -1.076 -3.080 -2.396  O48 0.957
50 H -0.322 -1.576 0.638  O21 0.963
51 H -1.801 0.345 -3.733  O30 0.956
52 H 1.574 4.215 0.988  O42 1.009

***

(2)
Density functional theory data (the ωB97M-V functional and the def2-TZVPD basis) for a cluster of 17 separate species, H35O17 in total.

* HOMO: -13.1 eV
* net charge: +1
* gap between HOMO and LUMO: 10.254 eV
* ΔE to the lowest compared entry with this formula, charge and spin: 4.185 eV

Last columns: bonded neighbours and bond lengths (Å).
Atoms and positions in Å:
1 O -2.383 1.028 -1.587  H22 0.952, H37 1.008
2 H 0.797 -3.121 -3.800  O4 0.978
3 H 1.636 -1.616 -3.717  O4 0.976
4 O 1.230 -2.399 -3.301  H2 0.978, H3 0.976
5 H -3.754 2.966 2.850  O24 0.960
6 H 0.550 0.067 1.612  O45 0.956
7 O -1.760 3.323 -2.640  H9 0.975, H34 0.963
8 H 0.202 -0.219 0.070  O45 0.982
9 H -1.164 3.834 -2.063  O7 0.975
10 O 3.311 2.356 0.425  H11 0.972, H47 0.960
11 H 2.705 1.753 -0.036  O10 0.972
12 H 0.348 5.229 0.410  O21 0.952
13 O -3.042 -1.318 1.700  H32 0.969, H43 0.948
14 H -0.153 -1.514 -1.635  O30 0.969
15 O -2.967 -3.759 0.834  H16 0.956, H41 0.964
16 H -2.941 -4.449 1.495  O15 0.956
17 H 5.108 -2.118 0.126  O27 0.954
18 O 2.590 1.234 2.746  H28 0.993, H40 1.011
19 H 0.282 1.494 -3.571  O48 0.959
20 H -1.173 -0.080 4.127  O33 0.992
21 O 0.705 4.872 -0.397  H12 0.952, H50 0.987
22 H -1.718 0.553 -2.076  O1 0.952
23 H -0.184 -5.202 0.288  O39 0.955
24 O -2.872 3.222 2.566  H5 0.960, H26 0.987
25 H -2.742 0.238 0.816  O42 0.977
26 H -2.422 3.304 3.440  O24 0.987
27 O 5.235 -1.173 0.096  H17 0.954, H29 0.968
28 H 2.951 0.556 2.117  O18 0.993
29 H 4.348 -0.798 0.197  O27 0.968
30 O -0.134 -1.658 -0.677  H14 0.969, H51 0.966
31 H 3.213 -1.812 -0.858  O36 0.964
32 H -3.655 -0.794 2.237  O13 0.969
33 O -1.328 0.497 3.336  H20 0.992, H35 1.008
34 H -1.113 2.627 -2.796  O7 0.963
35 H -0.785 -0.074 2.707  O33 1.008
36 O 2.889 -2.245 -0.061  H31 0.964, H38 0.959
37 H -2.415 2.001 -1.846  O1 1.008
38 H 2.173 -2.864 -0.214  O36 0.959
39 O 0.516 -4.881 -0.277  H23 0.955, H46 0.959
40 H 3.169 1.919 2.279  O18 1.011
41 H -3.866 -3.763 0.485  O15 0.964
42 O -2.349 1.118 0.977  H25 0.977, H44 1.047, H52 1.021
43 H -3.272 -2.227 1.843  O13 0.948
44 H -2.562 1.690 0.127  O42 1.047
45 O 0.209 0.438 0.800  H6 0.956, H8 0.982
46 H 1.120 -5.624 -0.336  O39 0.959
47 H 4.048 2.646 -0.117  O10 0.960
48 O 0.538 0.695 -4.038  H19 0.959, H49 0.963
49 H 1.015 1.209 -4.698  O48 0.963
50 H 1.561 4.390 -0.296  O21 0.987
51 H -0.363 -2.597 -0.711  O30 0.966
52 H -1.333 1.048 1.043  O42 1.021

***

(3)
Density functional theory data (the ωB97M-V functional and the def2-TZVPD basis) for a cluster of 18 separate species, H36O18 in total.

* HOMO: -10.1 eV
* gap between HOMO and LUMO: 9.516 eV
* ΔE to the lowest compared entry with this formula, charge and spin: 2.629 eV

Last columns: bonded neighbours and bond lengths (Å).
Atoms and positions in Å:
1 O 2.859 -3.192 2.464  H2 0.957, H3 0.957
2 H 2.308 -2.776 3.128  O1 0.957
3 H 2.324 -3.909 2.123  O1 0.957
4 O -3.972 0.734 -1.968  H5 0.957, H6 0.957
5 H -4.026 0.358 -2.847  O4 0.957
6 H -4.828 1.139 -1.828  O4 0.957
7 O 4.088 2.495 -1.178  H8 0.957, H9 0.957
8 H 3.245 2.886 -1.409  O7 0.957
9 H 4.451 2.198 -2.012  O7 0.957
10 O 2.370 -2.207 -1.146  H11 0.957, H12 0.957
11 H 1.592 -1.760 -0.814  O10 0.957
12 H 3.065 -1.966 -0.533  O10 0.957
13 O -0.126 -0.540 -0.374  H14 0.957, H15 0.957
14 H -0.640 -1.055 0.248  O13 0.957
15 H -0.092 0.336 0.009  O13 0.957
16 O 0.963 0.226 -2.813  H17 0.957, H18 0.957
17 H 0.395 -0.296 -2.247  O16 0.957
18 H 0.807 1.131 -2.540  O16 0.957
19 O -0.456 4.101 3.706  H20 0.957, H21 0.957
20 H -0.551 4.876 3.151  O19 0.957
21 H -0.147 3.417 3.111  O19 0.957
22 O 1.110 2.630 -1.441  H23 0.957, H24 0.957
23 H 0.401 3.056 -0.959  O22 0.957
24 H 1.329 3.246 -2.141  O22 0.957
25 O 2.534 -2.516 -3.992  H26 0.957, H27 0.957
26 H 3.412 -2.607 -3.622  O25 0.957
27 H 1.977 -2.313 -3.240  O25 0.957
28 O -3.069 -0.742 4.373  H29 0.957, H30 0.957
29 H -2.321 -0.471 3.841  O28 0.957
30 H -3.028 -1.698 4.374  O28 0.957
31 O -2.184 2.290 -3.460  H32 0.957, H33 0.957
32 H -1.611 2.919 -3.021  O31 0.957
33 H -2.453 1.686 -2.767  O31 0.957
34 O 2.406 1.189 -4.999  H35 0.957, H36 0.957
35 H 3.183 1.170 -4.441  O34 0.957
36 H 1.712 0.814 -4.457  O34 0.957
37 O -1.412 3.736 -1.000  H38 0.957, H39 0.957
38 H -2.197 3.198 -0.898  O37 0.957
39 H -1.742 4.592 -1.274  O37 0.957
40 O 2.810 2.107 1.698  H41 0.957, H42 0.957
41 H 2.788 1.886 0.767  O40 0.957
42 H 3.610 2.622 1.803  O40 0.957
43 O -3.634 -3.856 0.995  H44 0.957, H45 0.957
44 H -4.551 -4.061 0.809  O43 0.957
45 H -3.138 -4.414 0.395  O43 0.957
46 O -1.663 -3.603 3.174  H47 0.957, H48 0.957
47 H -2.359 -3.689 2.523  O46 0.957
48 H -1.049 -2.977 2.789  O46 0.957
49 O 1.374 -1.880 4.576  H50 0.957, H51 0.957
50 H 1.355 -1.096 5.125  O49 0.957
51 H 1.065 -2.582 5.149  O49 0.957
52 O -2.408 -1.465 1.115  H53 0.957, H54 0.957
53 H -2.687 -2.380 1.141  O52 0.957
54 H -3.187 -0.984 0.835  O52 0.957

***

(4)
Density functional theory data (the ωB97M-V functional and the def2-TZVPD basis) for a cluster of 18 separate species, H37O18 in total.

* HOMO: -12.4 eV
* net charge: +1
* gap between HOMO and LUMO: 9.518 eV
* ΔE to the lowest compared entry with this formula, charge and spin: 10.317 eV

Last columns: bonded neighbours and bond lengths (Å).
Atoms and positions in Å:
1 O -3.908 0.053 -0.107  H5 1.047, H46 0.974
2 H -0.213 -3.549 -1.573  O36 1.037
3 H -1.170 1.742 0.806  O4 1.001
4 O -0.571 1.909 0.022  H3 1.001, H55 0.936
5 H -3.866 0.535 -1.036  O1 1.047
6 O -0.988 -3.698 -2.703  H7 1.045, H49 1.008
7 H -0.792 -4.700 -2.924  O6 1.045
8 H 1.040 -1.043 1.804  O27 1.161
9 O 4.779 2.244 1.307  H11 0.893, H29 1.077
10 H 3.915 0.447 3.395  O45 0.996
11 H 4.755 3.055 0.936  O9 0.893
12 O 1.626 1.367 1.455  H13 0.961, H14 0.953
13 H 0.865 1.284 0.875  O12 0.961
14 H 2.257 2.078 1.385  O12 0.953
15 O -2.566 4.363 -0.703  H16 1.051, H17 0.927
16 H -2.323 4.679 0.270  O15 1.051
17 H -3.310 3.814 -0.756  O15 0.927
18 O 3.891 3.035 -2.814  H28 1.074, H54 0.849
19 H -2.158 0.377 2.479  O48 0.960
20 H 2.308 -0.365 1.485  O27 0.978
21 O -0.236 -1.578 1.873  H22 1.024, H23 1.116
22 H -0.377 -1.743 2.874  O21 1.024
23 H -1.145 -1.055 1.494  O21 1.116
24 O 3.371 0.902 -1.414  H25 0.897, H37 0.994
25 H 3.204 0.370 -2.115  O24 0.897
26 H 2.097 -0.238 2.982  O27 1.107
27 O 2.132 -1.014 2.195  H8 1.161, H20 0.978, H26 1.107
28 H 3.332 3.943 -2.680  O18 1.074
29 H 5.427 1.656 0.679  O9 1.077
30 O -1.612 -4.190 1.230  H31 0.929, H32 0.910
31 H -1.868 -4.324 0.348  O30 0.929
32 H -1.013 -3.535 1.427  O30 0.910
33 O -3.459 3.644 2.963  H34 1.008, H35 1.013
34 H -3.835 3.623 3.899  O33 1.008
35 H -3.108 4.590 3.054  O33 1.013
36 O 0.707 -3.805 -1.170  H2 1.037, H38 0.858
37 H 4.303 0.871 -1.067  O24 0.994
38 H 0.851 -4.650 -1.137  O36 0.858
39 O 0.523 -1.388 -3.330  H40 1.025, H41 0.955
40 H 0.623 -2.383 -3.106  O39 1.025
41 H -0.386 -1.103 -3.386  O39 0.955
42 O -0.340 1.189 -2.763  H43 1.060, H44 0.875
43 H -0.645 0.173 -2.767  O42 1.060
44 H -0.803 1.270 -2.026  O42 0.875
45 O 3.034 0.906 3.458  H10 0.996, H47 1.030
46 H -4.633 0.499 0.367  O1 0.974
47 H 3.194 1.631 2.744  O45 1.030
48 O -1.779 0.358 1.597  H19 0.960, H50 1.007
49 H -1.991 -3.608 -2.737  O6 1.008
50 H -2.636 0.259 1.078  O48 1.007
51 O -3.061 -4.610 -1.682  H52 1.008, H53 0.915
52 H -2.859 -5.465 -1.187  O51 1.008
53 H -3.907 -4.273 -1.777  O51 0.915
54 H 3.504 2.692 -3.487  O18 0.849
55 H -0.181 2.758 -0.035  O4 0.936

***

(5)
Density functional theory data (the ωB97M-V functional and the def2-TZVPD basis) for a cluster of 19 separate species, H37O19 in total.

* HOMO: -7.8 eV
* net charge: -1
* gap between HOMO and LUMO: 10.024 eV
* ΔE to the lowest compared entry with this formula, charge and spin: 3.999 eV

Last columns: bonded neighbours and bond lengths (Å).
Atoms and positions in Å:
1 O 0.075 -1.459 -1.677  H47 0.954
2 H -3.863 1.924 1.298  O51 0.983
3 H 1.014 2.437 3.708  O7 0.952
4 O 2.410 -2.390 -2.100  H53 1.048, H55 0.973
5 H -0.068 -2.293 2.908  O33 1.008
6 H 2.597 -1.214 3.215  O30 0.954
7 O 1.312 3.123 3.118  H3 0.952, H40 0.945
8 H 0.159 -3.578 -0.262  O27 0.965
9 H -1.534 -1.550 -0.759  O19 0.975
10 O -0.339 -0.847 -4.348  H11 0.986, H12 0.952
11 H -0.631 -0.309 -3.576  O10 0.986
12 H 0.446 -1.375 -4.242  O10 0.952
13 O 0.223 -0.205 0.757  H14 0.969, H18 1.007
14 H 0.551 -0.804 0.069  O13 0.969
15 H -2.742 1.413 -0.325  O22 1.022
16 O 3.282 -0.062 -3.573  H31 0.952, H34 0.947
17 H 2.020 3.294 -2.228  O36 0.956
18 H 0.612 0.466 0.116  O13 1.007
19 O -2.010 -2.297 -0.351  H9 0.975, H21 1.025
20 H -1.781 2.072 -1.393  O22 1.018
21 H -1.193 -2.715 0.106  O19 1.025
22 O -2.330 2.315 -0.572  H15 1.022, H20 1.018
23 H 2.476 0.352 -1.839  O39 0.970
24 O -1.920 0.143 -1.846  H26 0.966, H43 1.008
25 H 0.751 2.677 -1.660  O36 1.080
26 H -2.339 -0.685 -2.118  O24 0.966
27 O 0.102 -3.736 0.688  H8 0.965, H29 0.943
28 H 0.117 -1.738 4.225  O33 1.006
29 H -0.006 -4.672 0.651  O27 0.943
30 O 1.811 -1.258 3.755  H6 0.954, H38 0.996
31 H 2.713 0.563 -4.010  O16 0.952
32 H -1.283 0.646 3.041  O48 0.977
33 O -0.562 -2.336 3.785  H5 1.008, H28 1.006
34 H 3.144 -0.969 -3.808  O16 0.947
35 H -4.142 -0.484 -0.569  O45 0.947
36 O 1.105 3.564 -2.164  H17 0.956, H25 1.080
37 H -3.341 -0.886 0.616  O45 0.956
38 H 2.024 -2.047 4.325  O30 0.996
39 O 1.515 0.481 -1.822  H23 0.970, H49 1.053
40 H 0.685 3.158 2.411  O7 0.945
41 H -1.431 3.021 0.838  O54 0.961
42 O 4.554 0.630 0.421  H44 0.961, H50 0.977
43 H -1.045 -0.269 -1.562  O24 1.008
44 H 3.631 0.745 0.180  O42 0.961
45 O -3.758 -0.123 0.217  H35 0.947, H37 0.956
46 H -2.800 0.627 3.296  O48 0.937
47 H -0.446 -1.894 -2.347  O1 0.954
48 O -2.020 1.115 3.477  H32 0.977, H46 0.937
49 H 0.974 -0.419 -1.880  O39 1.053
50 H 4.771 1.515 0.773  O42 0.977
51 O -3.881 2.643 1.970  H2 0.983, H52 1.009
52 H -2.933 2.644 2.316  O51 1.009
53 H 1.424 -2.039 -2.041  O4 1.048
54 O -0.605 2.871 1.306  H41 0.961, H56 1.019
55 H 2.745 -1.796 -1.406  O4 0.973
56 H -0.245 2.013 0.890  O54 1.019

***

(6)
Density functional theory data (the ωB97M-V functional and the def2-TZVPD basis) for a cluster of 19 separate species, H38O19 in total.

* HOMO: -11.0 eV
* gap between HOMO and LUMO: 10.470 eV
* ΔE to the lowest compared entry with this formula, charge and spin: 4.893 eV

Last columns: bonded neighbours and bond lengths (Å).
Atoms and positions in Å:
1 O -1.931 3.239 2.913  H2 0.964, H3 0.960
2 H -1.287 2.717 2.422  O1 0.964
3 H -2.609 3.421 2.259  O1 0.960
4 O -0.500 -1.635 1.742  H5 0.953, H6 0.947
5 H 0.252 -1.164 1.393  O4 0.953
6 H -0.960 -2.301 1.250  O4 0.947
7 O 4.007 0.346 -1.101  H8 0.971, H9 0.953
8 H 4.552 0.764 -1.788  O7 0.971
9 H 3.085 0.541 -1.244  O7 0.953
10 O 0.638 -1.038 -4.824  H11 0.960, H12 0.973
11 H 0.661 -1.962 -5.082  O10 0.960
12 H -0.205 -0.708 -5.180  O10 0.973
13 O -4.448 -1.428 2.173  H14 0.953, H15 0.959
14 H -3.948 -1.055 2.894  O13 0.953
15 H -3.901 -1.982 1.612  O13 0.959
16 O -3.883 0.861 -2.342  H17 0.952, H18 0.953
17 H -3.344 0.111 -2.111  O16 0.952
18 H -3.676 1.727 -2.000  O16 0.953
19 O 3.549 0.118 1.922  H20 0.951, H21 0.953
20 H 3.909 -0.754 2.045  O19 0.951
21 H 3.291 0.412 1.053  O19 0.953
22 O -3.353 0.858 1.338  H23 0.950, H24 0.989
23 H -3.463 0.494 2.209  O22 0.950
24 H -4.142 0.683 0.768  O22 0.989
25 O -0.684 1.645 0.966  H26 0.986, H27 0.974
26 H -1.289 1.031 1.444  O25 0.986
27 H -1.023 1.812 0.069  O25 0.974
28 O 1.796 -2.970 -1.890  H29 0.980, H30 0.975
29 H 1.052 -2.353 -2.052  O28 0.980
30 H 2.328 -2.578 -2.606  O28 0.975
31 O -3.413 -3.990 0.706  H32 0.971, H33 0.971
32 H -3.710 -3.557 -0.111  O31 0.971
33 H -2.616 -4.489 0.465  O31 0.971
34 O -0.226 -3.843 0.107  H35 0.954, H36 0.963
35 H 0.246 -3.241 0.677  O34 0.954
36 H 0.005 -4.765 0.261  O34 0.963
37 O 2.048 2.468 1.933  H38 0.961, H39 0.960
38 H 1.775 3.264 2.395  O37 0.961
39 H 1.383 1.835 2.215  O37 0.960
40 O 1.833 0.756 -3.084  H41 0.984, H42 0.975
41 H 1.613 0.449 -2.176  O40 0.984
42 H 1.075 0.354 -3.547  O40 0.975
43 O -0.996 0.825 -1.866  H44 0.966, H45 0.959
44 H -0.325 1.370 -1.435  O43 0.966
45 H -0.680 0.794 -2.771  O43 0.959
46 O -0.425 3.968 -0.428  H47 0.970, H48 0.976
47 H 0.352 3.956 0.153  O46 0.970
48 H -0.572 4.915 -0.242  O46 0.976
49 O 1.503 -0.362 -0.499  H50 0.968, H51 0.990
50 H 1.041 0.277 0.063  O49 0.968
51 H 1.433 -1.338 -0.353  O49 0.990
52 O 3.365 4.071 -0.397  H53 0.983, H54 0.964
53 H 2.968 3.819 0.466  O52 0.983
54 H 3.510 3.188 -0.757  O52 0.964
55 O 1.800 -3.322 3.430  H56 0.960, H57 0.960
56 H 1.447 -2.436 3.536  O55 0.960
57 H 1.093 -3.815 3.007  O55 0.960